Molecular formula: C2H3N3O2S
Method: DFT, ωB97M-V/def2-TZVPD

Properties
- Gap between HOMO and LUMO: 9.132 eV
- ΔE to the lowest compared entry with this formula, charge and spin: 5.180 eV

XYZ file:
```
11
Properties=species:S:1:pos:R:3:nbo_charge:R:1
C 1.27 2.44 -0.22 0.3917
C -1.53 -0.24 0.10 -0.8173
N 1.99 3.33 -0.29 -0.3768
N 0.48 1.44 -0.39 -0.8735
N 0.68 -2.47 0.41 0.3930
O 1.51 -3.11 -0.10 -0.2033
O 0.84 -1.09 0.01 -0.6493
S 0.11 0.32 0.62 1.3587
H -2.20 0.27 0.77 0.2403
H -1.68 -1.32 -0.04 0.2621
H -1.46 0.41 -0.88 0.2745
```

***

Molecular formula: C2H3N3O2S
Method: DFT, ωB97M-V/def2-TZVPD

Properties
- Gap between HOMO and LUMO: 9.492 eV
- ΔE to the lowest compared entry with this formula, charge and spin: 2.587 eV

XYZ file:
```
11
Properties=species:S:1:pos:R:3:nbo_charge:R:1
C -0.85 2.16 -1.83 -0.0435
C -0.30 -0.91 0.57 0.7177
N -1.69 2.00 -2.60 -0.2080
N 0.77 -0.79 1.44 -0.8466
N -1.17 -1.84 0.43 -0.7222
O -0.35 0.25 -0.30 -0.7629
O 1.64 1.80 -0.98 -0.8534
S 0.29 1.87 -0.43 1.5465
H 1.15 -1.64 1.89 0.4091
H 1.44 -0.12 0.96 0.3927
H -0.94 -2.78 0.84 0.3706
```

***

Molecular formula: C2H3N3OS
Method: DFT, ωB97M-V/def2-TZVPD

Properties
- Gap between HOMO and LUMO (spin up / spin down): 7.345 / 7.543 eV
- ΔE to the lowest compared entry with this formula, charge and spin: 4.882 eV

XYZ file:
```
10
Properties=species:S:1:pos:R:3:nbo_charge:R:1
C -1.51 -0.28 0.96 0.1598
C 0.86 -0.39 0.37 -0.0192
N -0.16 -0.63 1.00 -0.4417
N -1.90 0.41 0.01 -0.1448
N -1.30 1.13 -0.84 -0.4199
O 3.12 -0.06 -0.67 -0.8665
S 1.51 0.22 -0.97 0.6988
H -2.09 -0.72 1.86 0.2156
H -1.73 1.06 -1.71 0.3353
H 3.19 -0.74 -0.02 0.4827
```

***

Molecular formula: C2H3N3OS
Method: DFT, ωB97M-V/def2-TZVPD

Properties
- Gap between HOMO and LUMO (spin up / spin down): 7.100 / 7.108 eV
- ΔE to the lowest compared entry with this formula, charge and spin: 4.230 eV

XYZ file:
```
10
Properties=species:S:1:pos:R:3:nbo_charge:R:1
C 1.57 0.88 -0.28 0.0184
C -0.80 0.50 -0.65 0.0485
N 0.27 1.01 -0.64 -0.2872
N 2.07 -0.19 0.31 -0.1632
N 1.42 -1.26 0.23 -0.4387
O -3.18 -0.14 0.41 -0.8479
S -2.31 0.02 -1.12 0.6698
H 2.01 1.80 -0.29 0.1877
H 1.70 -1.80 1.00 0.3190
H -2.74 -0.83 1.02 0.4937
```

***

Molecular formula: C2H3N3OS
Method: DFT, ωB97M-V/def2-TZVPD

Properties
- Gap between HOMO and LUMO: 9.962 eV
- SMILES string: [H]/N=c1\nc(S)o[nH]1
- ΔE to the lowest compared entry with this formula, charge and spin: 1.341 eV

XYZ file:
```
10
Properties=species:S:1:pos:R:3:nbo_charge:R:1
C -1.05 -0.15 -0.08 0.4032
C 1.09 -0.34 -0.12 0.4825
H -3.09 0.88 0.02 0.1567
H 2.27 -1.76 0.05 0.3587
H 1.22 1.48 0.57 0.3860
N -0.12 -1.06 -0.15 -0.5494
N 2.27 -0.74 0.03 -0.6892
N 0.83 1.03 -0.25 -0.2898
O -0.66 1.11 -0.02 -0.3603
S -2.76 -0.45 -0.05 0.1013
```

***

Molecular formula: C2H3N3OS
Method: DFT, ωB97M-V/def2-TZVPD

Properties
- Gap between HOMO and LUMO (spin up / spin down): 7.268 / 7.269 eV
- SMILES string: [H]/N=N/C(=S)C(N)=O
- ΔE to the lowest compared entry with this formula, charge and spin: 2.691 eV

XYZ file:
```
10
Properties=species:S:1:pos:R:3:nbo_charge:R:1
C 0.56 -0.89 -0.86 -0.0024
C 0.23 0.47 0.16 0.7059
N 0.04 -0.95 -3.26 -0.2545
N 0.15 -1.03 -2.02 -0.0039
N 0.43 0.02 1.39 -0.8163
O -0.27 1.47 -0.22 -0.5550
S 1.04 -2.34 0.01 -0.2792
H -0.80 -1.35 -3.77 0.3672
H 0.78 -0.95 1.51 0.4305
H 0.16 0.59 2.13 0.4077
```